Entry from the OMol25 dataset: a structure of composition C49H55AsCl2EuN6PSb (the ωB97M-V functional and the def2-TZVPD basis).

The calculation puts the HOMO-LUMO gap (alpha / beta) at 3.91 / 4.89 eV. The expectation value of S² is 15.847. For the total energy, the calculation gives -6676.65187 hartree.

Geometry as ORCA input:
```
! wB97M-V def2-TZVPD RIJCOSX def2/J DEFGRID3
* xyz -2 8
Eu -0.394 -1.192 0.410
C -2.695 -1.514 2.559
C -1.658 -2.294 3.250
C -1.891 -3.230 4.270
C -0.821 -3.950 4.825
C 0.456 -3.714 4.358
C 0.661 -2.795 3.330
N -0.387 -2.106 2.777
Sb 2.761 -2.543 2.978
C 2.616 -3.201 0.861
C 3.222 -4.427 0.653
C 3.131 -4.977 -0.609
C 2.629 -4.203 -1.635
C 2.078 -2.932 -1.347
C 1.489 -2.183 -2.478
N 2.039 -2.439 -0.104
C 3.115 -0.543 2.795
C 4.222 -0.096 3.568
C 4.629 1.193 3.540
C 3.929 2.079 2.709
C 2.871 1.585 1.902
C 2.098 2.563 1.032
N 2.423 0.344 1.883
H -2.881 -1.916 1.558
H -2.371 -0.488 2.431
H -3.622 -1.510 3.117
H -2.919 -3.364 4.643
H -0.957 -4.609 5.646
H 1.296 -4.228 4.805
H 3.708 -4.951 1.448
H 3.441 -5.980 -0.842
H 2.703 -4.579 -2.677
H 0.893 -1.323 -2.177
H 2.263 -1.825 -3.146
H 0.773 -2.808 -3.066
H 4.765 -0.780 4.191
H 5.523 1.506 4.075
H 4.181 3.128 2.594
H 2.175 3.653 1.235
H 2.362 2.409 -0.053
H 1.049 2.284 1.141
N 3.661 1.155 -2.035
C 3.421 2.024 -3.056
C 4.457 2.396 -3.929
C 4.199 3.156 -5.048
C 2.893 3.517 -5.347
C 1.867 3.196 -4.472
C 2.118 2.473 -3.295
P 0.747 1.952 -2.192
C 0.321 3.511 -1.349
C 0.655 4.796 -1.727
C 0.234 5.920 -1.005
C -0.594 5.747 0.084
C -0.957 4.453 0.482
C -0.512 3.375 -0.216
C -0.719 1.778 -3.264
C -0.708 0.772 -4.220
C -1.826 0.533 -4.996
C -2.952 1.282 -4.769
C -2.993 2.321 -3.810
C -1.884 2.534 -3.017
H 2.922 0.933 -1.338
H 4.581 0.941 -1.729
H 5.481 2.144 -3.664
H 5.016 3.446 -5.681
H 2.749 4.104 -6.240
H 0.885 3.545 -4.678
H 1.351 4.932 -2.567
H 0.604 6.883 -1.361
H -0.930 6.622 0.648
H -1.597 4.245 1.332
H -0.821 2.416 0.087
H 0.163 0.102 -4.350
H -1.763 -0.301 -5.697
H -3.863 1.146 -5.357
H -3.927 2.833 -3.670
H -1.896 3.327 -2.302
C 0.219 3.247 4.093
As -0.407 1.483 3.557
C 0.635 0.475 4.940
C -2.199 1.540 4.449
H 0.300 3.461 5.166
H -0.411 3.986 3.594
H 1.200 3.342 3.631
H 0.334 0.907 5.939
H 1.715 0.615 4.809
H 0.372 -0.552 4.837
H -2.109 1.897 5.481
H -2.556 0.503 4.464
H -2.907 2.184 3.907
Cl -3.656 1.975 1.016
C -4.033 1.168 -0.514
C -5.289 1.386 -1.016
C -5.794 0.613 -2.057
C -4.962 -0.411 -2.496
C -3.671 -0.581 -2.006
Cl -2.778 -1.822 -2.875
C -3.046 0.220 -0.997
N -1.803 0.212 -0.567
H -5.937 2.124 -0.532
H -6.799 0.773 -2.483
H -5.304 -1.054 -3.284
C -0.530 -5.172 0.802
C -1.361 -4.390 -0.257
C -1.020 -4.738 -1.749
C -2.858 -4.523 0.061
N -0.961 -3.054 -0.013
H -0.647 -6.287 0.740
H -0.848 -4.808 1.749
H 0.518 -4.970 0.710
H -1.111 -5.805 -1.967
H 0.025 -4.460 -1.877
H -1.668 -4.199 -2.405
H -3.325 -5.525 0.208
H -3.523 -4.083 -0.695
H -3.087 -3.934 0.935
*
```